1.
{"formula": "C10H10N2", "method": "wB97M-V/def2-TZVPD", "species": ["N", "H", "C", "H", "H", "C", "C", "H", "C", "H", "C", "H", "H", "H", "C", "C", "H", "H", "C", "C", "N", "C"], "xyz": [[1.039266, -1.415745, 0.550838], [-2.133525, 0.813502, -3.000361], [-1.692727, 1.200516, -1.947606], [3.830225, -0.300121, 1.896618], [-2.173768, 3.249479, 0.457082], [-2.209566, 2.142476, -1.223480], [0.077862, -2.378930, 0.037774], [-0.303507, -0.465447, -1.725053], [-0.705348, 1.764691, 0.573580], [-3.040136, 2.633139, -1.355216], [2.689141, -0.587182, 1.500083], [0.103691, -3.341549, 0.835704], [-0.749262, -2.035586, 0.041412], [-0.491177, 2.070077, 1.596044], [0.969700, -0.047454, 0.536819], [-0.160098, 0.627853, -0.112772], [2.735905, -2.829472, 1.279589], [0.454344, -2.754315, -0.863091], [2.212163, -1.750268, 1.127120], [-1.831709, 2.488399, 0.010102], [1.996143, 0.467413, 1.195647], [-0.617615, 0.448523, -1.410832]], "forces_ev_per_a": [[-0.98, -0.44, -0.95], [1.03, 1.26, 2.63], [1.90, -5.51, -4.55], [-3.23, -1.43, -0.69], [-2.87, 5.43, 3.52], [-0.14, 1.18, 1.65], [10.84, -6.38, 3.82], [0.88, -2.18, -2.35], [-2.25, 0.59, -0.45], [-4.61, 2.45, -2.58], [8.37, 2.01, 3.28], [-0.22, 2.56, -2.15], [-10.73, 4.35, -0.34], [0.71, -0.47, -0.20], [-1.09, -0.96, -0.04], [-0.50, 3.86, 1.37], [-1.94, 2.85, -0.61], [0.03, -0.59, -1.57], [1.32, -4.72, 0.49], [7.52, -6.86, -0.22], [-2.61, 1.89, -1.68], [-1.42, 1.12, 1.64]], "fmax_ev_per_a": 13.1, "total_charge": 0, "e_lumo_ev": 0.8, "gap_ev": 9.15, "e_tot_ha": -496.4090, "spin_multiplicity": 1, "e_homo_ev": -8.359}

=====

2.
{"formula": "C10H10N2O", "method": "wB97M-V/def2-TZVPD", "species": ["H", "C", "H", "N", "N", "H", "H", "C", "H", "C", "C", "C", "H", "C", "C", "H", "C", "O", "H", "H", "C", "C", "H"], "xyz": [[-3.179457, 1.578104, -0.829291], [-2.240591, 1.867678, -0.114652], [-3.691729, -1.079810, 1.164684], [-0.536086, -1.439465, 0.002668], [0.001718, 1.340630, -0.180560], [1.262713, -2.869029, -0.012054], [3.755192, -2.314551, -0.225550], [-3.145297, -1.171016, 0.204128], [-2.030233, 3.071562, -0.705331], [0.679854, -0.974915, -0.058542], [-1.597011, -0.556778, 0.080527], [3.343672, -0.152576, 0.207959], [2.134465, 2.895731, 0.138270], [1.739048, -1.862055, -0.107877], [3.115916, -1.490247, -0.219624], [-2.646486, 2.110314, 1.134801], [2.341140, 0.834867, 0.139382], [2.875685, 2.107453, 0.040182], [4.322084, 0.051910, 0.209585], [-3.714722, -0.970632, -0.773452], [0.956760, 0.434975, 0.152514], [-1.141003, 0.819085, -0.042768], [-2.605624, -2.231228, -0.205007]], "forces_ev_per_a": [[2.01, 0.22, 2.26], [-3.67, 3.46, -0.25], [0.65, -0.25, -0.82], [-5.78, 0.38, 0.05], [2.69, -0.54, 1.79], [1.41, 0.31, -0.61], [1.64, -0.59, -0.14], [4.55, -1.91, -3.90], [0.15, -3.94, 2.27], [2.49, 2.93, 1.86], [2.27, -0.99, 0.49], [-3.01, -1.49, -2.27], [2.42, -3.36, -0.37], [0.85, -1.69, -0.82], [-5.24, 0.77, 2.68], [1.02, -0.68, -4.06], [0.90, -0.70, 0.58], [-3.54, 2.40, 0.70], [3.51, 1.76, 0.33], [0.51, 0.49, 1.87], [2.50, -0.01, -2.97], [-5.93, 1.61, -0.81], [-2.41, 1.83, 2.15]], "fmax_ev_per_a": 6.3, "total_charge": 0, "e_lumo_ev": -0.3, "gap_ev": 7.89, "e_tot_ha": -571.6232, "spin_multiplicity": 1, "e_homo_ev": -8.174}

=====

3.
{"formula": "C10H10N2O", "method": "wB97M-V/def2-TZVPD", "species": ["H", "C", "C", "C", "C", "H", "C", "H", "O", "H", "C", "H", "N", "C", "H", "H", "H", "C", "H", "C", "H", "C", "N"], "xyz": [[1.004978, 2.535153, -0.480506], [2.541607, 1.126452, 0.047834], [-0.643957, -1.745968, -0.098918], [0.130529, 0.753781, -0.132413], [1.237990, 1.512314, -0.357201], [-2.593934, -2.536796, -0.248883], [2.719691, -0.125221, 0.569574], [1.089117, -2.724866, -1.057297], [-1.225073, 2.766968, -0.166841], [0.242647, -1.313644, -2.095074], [0.368682, -0.632499, 0.194382], [3.756801, -0.526442, 1.086495], [-2.491671, -0.504739, 0.671468], [-2.227102, 0.763745, 0.403664], [-1.897167, 3.057375, -0.824990], [-3.359404, -0.631734, 1.146487], [3.446553, 1.661042, -0.292042], [1.612057, -0.950843, 0.805758], [-2.944432, 1.524489, 0.834966], [0.453498, -1.847406, -1.042466], [1.882344, -1.871906, 1.176375], [-1.928788, -1.674368, 0.037124], [-1.174959, 1.385121, -0.177498]], "forces_ev_per_a": [[0.34, 1.13, -0.77], [0.75, -0.79, -1.98], [2.35, 2.05, -0.60], [1.07, 0.71, -1.15], [-0.69, 0.72, 1.62], [0.32, 1.46, 0.14], [2.33, -1.28, 3.43], [0.69, 0.45, 0.28], [-0.08, -0.22, -0.07], [0.72, -1.32, 2.51], [-1.56, -1.13, 0.05], [-2.64, 1.37, -1.82], [0.67, -0.21, -1.13], [-0.46, 1.89, 1.11], [0.54, -0.31, 0.09], [-0.72, -0.13, 0.42], [-0.78, 0.31, 0.64], [1.14, 1.88, -2.13], [0.59, -1.07, -0.63], [-2.00, 0.57, -1.90], [-0.26, -2.30, 0.82], [-1.89, -0.93, 0.49], [-0.41, -2.85, 0.58]], "fmax_ev_per_a": 4.3, "total_charge": 2, "e_lumo_ev": [-9.6, -9.6], "gap_ev": [7.87, 7.87], "e_tot_ha": -570.9524, "spin_multiplicity": 1, "smiles": "O[N+]1=C2C=CC=C[C@]23CC3=C[NH+]=C1", "e_homo_ev": [-17.501, -17.501]}

=====

4.
{"formula": "C10H10N2O2", "method": "wB97M-V/def2-TZVPD", "species": ["H", "C", "C", "C", "H", "H", "C", "H", "N", "H", "O", "H", "H", "C", "H", "H", "O", "C", "C", "C", "H", "C", "N", "C"], "xyz": [[-0.722181, -1.530219, 3.262826], [-0.574522, -1.964191, -1.365059], [-0.851462, 1.539470, 1.815876], [-0.463280, 1.240973, 0.522028], [2.200661, -0.596965, -0.793654], [1.254842, -2.606902, -1.164165], [-0.638907, 1.707951, -1.871080], [-0.904537, 2.341976, -2.682089], [-0.547777, 0.365119, -2.209958], [-1.161685, 2.483653, 2.105842], [0.294876, -2.975380, -1.333014], [-1.396870, 0.088729, -2.640139], [-0.180766, -2.122669, 0.932289], [-0.256290, -1.113652, 1.168102], [1.533731, -0.168459, -2.442550], [-0.920106, 3.132109, -0.264113], [-1.752488, -2.228132, -1.540427], [-0.679819, 2.135060, -0.585774], [-0.131461, -0.163064, 0.225857], [-0.489387, -0.800545, 2.466328], [-1.191145, 0.744702, 3.751412], [-0.768080, 0.538957, 2.800480], [1.567604, -0.757974, -1.590768], [0.123731, -0.598831, -1.226597]], "forces_ev_per_a": [[0.60, 0.16, -0.74], [-0.77, -1.61, -1.21], [1.48, -2.40, 0.38], [-0.01, -2.90, -0.77], [-0.39, 0.82, -1.06], [-2.43, -0.55, -0.97], [-0.82, 0.24, 2.07], [-0.13, 0.52, -0.52], [2.48, -0.94, 1.14], [-0.64, 1.81, 0.27], [2.18, 0.31, 0.94], [-0.62, -1.06, -0.37], [0.25, -1.70, -0.53], [0.53, -0.27, 0.79], [1.55, -0.36, 0.85], [0.13, 0.54, -0.60], [1.33, 1.40, 0.31], [0.78, 0.02, -0.57], [-0.38, 2.97, -1.47], [-1.45, 1.58, 2.53], [0.10, 0.25, 0.92], [-0.47, -0.60, -1.37], [-1.84, 0.56, 0.04], [-1.46, 1.20, -0.06]], "fmax_ev_per_a": 3.3, "total_charge": 0, "e_lumo_ev": 0.5, "gap_ev": 8.67, "e_tot_ha": -647.0253, "spin_multiplicity": 1, "smiles": "N[C@]1(C(=O)O)NC=Cc2ccccc21", "e_homo_ev": -8.222}

=====

5.
{"formula": "C10H10N2O7P2PdSe2", "method": "wB97M-V/def2-TZVPD", "species": ["C", "H", "H", "C", "H", "H", "C", "H", "O", "P", "C", "H", "H", "N", "O", "O", "C", "O", "H", "O", "H", "O", "Se", "C", "C", "O", "H", "Pd", "P", "N", "C", "C", "Se", "C"], "xyz": [[4.554920, 1.075841, 0.770128], [-5.194190, 1.448110, 1.925061], [5.508505, -0.524577, -2.025893], [4.847966, -0.135137, -1.268015], [-0.241742, -3.060476, 2.273524], [-3.694913, -0.369877, 2.703261], [-1.735955, 1.277276, -0.292888], [-4.869122, 2.451293, -0.289461], [-0.477709, -4.264391, 0.103537], [-0.338720, -2.782737, 0.137598], [-4.182715, 1.718936, 0.107791], [6.482919, 0.686624, -0.104696], [-3.181000, 1.783698, -1.822419], [2.657293, 0.143695, -0.389241], [-1.584923, 1.535798, 1.030689], [-1.370709, -0.919350, -2.449140], [-3.193927, 1.209816, -0.872089], [-1.768282, -1.982800, -0.291641], [3.004641, -0.869670, -2.151704], [0.094282, -2.362333, 1.663953], [-0.378915, -1.074412, -2.441666], [0.673660, -2.115908, -0.761500], [1.837965, 1.212217, 1.909597], [3.167611, 0.795783, 0.657985], [5.400094, 0.576316, -0.195634], [-3.273369, -0.197425, -1.151526], [4.853675, 1.673081, 1.627461], [0.539772, 0.009544, 0.113032], [-1.731099, -0.538388, -0.952098], [-2.038513, 0.363976, 1.830267], [-3.326751, 0.358961, 1.981782], [-4.290195, 1.222917, 1.365810], [-0.220880, 1.975513, -1.396455], [3.470317, -0.321921, -1.345397]], "forces_ev_per_a": [[-1.48, 0.16, 0.74], [0.24, 0.14, 0.14], [-0.11, -0.15, -0.18], [0.28, 0.38, 0.48], [0.32, 0.54, -0.36], [0.29, -0.22, -0.15], [0.47, -0.05, -0.07], [-0.33, -0.07, 0.18], [-0.58, 2.50, -0.23], [0.64, -4.95, 1.30], [-0.28, -0.72, 0.93], [-0.37, 0.12, -0.11], [-0.43, -0.40, 0.47], [0.31, -0.36, -0.44], [-0.32, -0.25, -0.65], [2.45, 1.62, 0.74], [0.77, 1.48, -0.62], [0.54, 1.35, 1.22], [0.01, -0.04, -0.04], [-1.12, 0.33, -0.91], [-1.02, -0.56, -0.61], [0.07, 2.47, -0.29], [0.10, 0.37, 0.16], [1.28, 0.38, -0.05], [0.16, -0.37, -0.33], [0.19, 0.25, 0.52], [0.34, -0.23, -0.17], [1.79, -0.65, -0.56], [-3.32, -4.34, -1.18], [-0.97, 0.23, 0.20], [1.19, -0.36, 0.07], [-0.61, 1.24, -1.41], [-0.14, 0.14, 0.88], [-0.38, 0.03, 0.31]], "fmax_ev_per_a": 5.6, "total_charge": 2, "e_lumo_ev": [-8.1, -10.8], "s_squared": 6.04, "gap_ev": [7.84, 5.11], "e_tot_ha": -6636.0369, "spin_multiplicity": 5, "e_homo_ev": [-15.960, -15.900]}

=====

6.
{"formula": "C10H10N4", "method": "wB97M-V/def2-TZVPD", "species": ["H", "C", "N", "N", "H", "C", "H", "N", "H", "C", "C", "C", "N", "H", "C", "H", "H", "H", "C", "H", "C", "H", "C", "C"], "xyz": [[-1.831433, 1.679302, -2.881901], [-2.050213, 0.888234, -2.187220], [-3.508432, -0.672786, -1.103153], [-0.334812, 1.764959, -0.725002], [3.034856, 2.515577, 1.882698], [-1.275573, -0.519376, -0.301340], [-0.113912, 0.158813, -1.991740], [1.588407, -2.056009, 1.374001], [3.103848, 0.825669, 1.378159], [0.848889, 1.979063, -0.444818], [2.515271, 1.691605, 1.354509], [1.716602, -3.181196, 1.912483], [0.443693, -1.475828, 1.291989], [-2.871665, -1.806802, 0.470037], [-0.294433, -0.971187, 0.444398], [0.910155, -3.760820, 2.492733], [2.734506, -3.650453, 2.017710], [1.705036, 1.339236, 2.046469], [-0.873487, 0.537929, -1.388686], [-4.158558, 0.388605, -2.645687], [-2.636435, -0.959740, -0.284244], [2.579009, 2.886436, -0.660170], [2.045531, 2.164116, -0.001954], [-3.276849, 0.234654, -2.049271]], "forces_ev_per_a": [[-0.52, 0.13, -0.43], [-2.98, -1.11, -0.42], [-2.79, -1.09, 0.27], [0.79, 0.52, 0.44], [-0.15, -0.52, -0.27], [1.14, 1.76, -1.46], [1.37, -0.87, -1.16], [1.70, -0.95, -0.92], [1.46, -1.08, -0.62], [-2.94, -1.62, -0.45], [-1.22, 1.27, 1.27], [0.28, -2.47, 2.27], [-2.87, 3.12, -1.26], [0.30, 1.55, -0.89], [0.98, -2.17, 2.17], [0.79, 1.03, -1.24], [-1.05, 0.89, -0.41], [0.08, 0.79, -0.84], [-0.57, 0.53, 2.66], [0.18, 0.65, -0.56], [1.59, -3.82, 3.28], [0.28, -0.78, 0.82], [1.08, 1.07, -0.30], [3.08, 3.15, -1.95]], "fmax_ev_per_a": 5.3, "total_charge": 0, "e_lumo_ev": [-0.2, -0.2], "gap_ev": [7.76, 7.77], "e_tot_ha": -605.8469, "spin_multiplicity": 1, "smiles": "C=NN=C=C1C=NC=C[C@H]1N=C=CC", "e_homo_ev": [-8.007, -8.008]}